83
Properties=species:S:1:pos:R:3:forces:R:3:mulliken_charge:R:1 method="wB97M-V/def2-TZVPD" spin_multiplicity=2 total_charge=+1 gap_ha="0.2518 / 0.2288" e_lumo_ev="-4.450 / -4.452"
Cr -0.02398 0.40540 -0.39002 0.32 0.05 -0.65 -0.108
C -3.65328 1.54089 -1.86484 0.05 0.04 -0.09 -1.941
C -2.90843 0.33086 -1.32403 0.00 0.00 0.18 0.500
C -2.14674 -0.50856 -2.37042 -0.09 -0.04 -0.02 -1.791
C -0.99290 -0.00315 -3.26484 0.00 0.04 0.01 1.816
C -0.84417 -1.01982 -4.40079 0.03 -0.06 0.08 -2.023
C -1.24333 1.36064 -3.90856 0.01 -0.02 -0.06 -1.903
N 0.29218 0.12665 -2.47117 0.04 -0.27 -0.03 0.752
C 1.33182 -0.91192 -2.61794 0.10 0.04 -0.10 -1.128
C 2.48505 -0.46224 -1.73941 0.07 0.05 0.12 -1.345
N 2.07854 -0.17767 -0.33290 -0.20 -0.12 -0.03 1.355
C 2.01718 -1.47869 0.38992 0.12 0.20 0.03 -0.836
C 0.79891 -2.29541 -0.02219 -0.02 -0.23 0.02 -0.023
O 0.82964 -3.50210 0.00322 0.02 0.01 0.00 -0.703
O -0.24078 -1.57879 -0.36228 -0.05 0.33 0.07 -0.637
C 3.07016 0.79547 0.26187 0.13 -0.08 0.01 0.264
C 3.47909 0.49612 1.70051 -0.02 0.04 -0.03 -1.645
C 2.67105 2.25771 0.00732 -0.01 0.01 -0.02 -1.892
C 1.55124 2.98500 0.78204 0.00 0.04 0.07 1.742
C 1.58348 4.45016 0.32966 0.00 -0.02 -0.01 -1.842
C 1.69243 2.96669 2.30012 0.09 0.03 -0.07 -1.759
N 0.23585 2.41186 0.31913 -0.07 0.05 0.11 0.069
C -0.94679 2.55950 1.19310 0.04 0.08 0.08 -0.847
C -2.21860 1.95372 0.56266 -0.15 0.08 0.00 -1.048
N -2.09780 0.59014 -0.04260 0.04 -0.17 0.01 0.857
C -2.48204 -0.46262 0.90279 0.16 -0.17 0.11 -2.026
C -1.53779 -0.58507 2.05131 0.35 -0.90 -1.14 0.247
O -1.90829 -1.54013 2.91556 0.04 0.72 0.18 -0.301
O -0.33913 -0.14224 1.84407 -0.73 0.46 0.51 1.027
H -4.23129 1.21276 -2.72891 0.00 0.00 0.00 0.401
H -3.00977 2.35161 -2.19624 0.01 0.01 0.01 0.419
H -4.36056 1.93528 -1.13667 -0.03 -0.02 0.02 0.506
H -3.69891 -0.35478 -1.00211 -0.05 0.06 -0.02 0.505
H -2.93066 -0.84037 -3.05884 -0.01 0.03 0.00 0.797
H -1.79456 -1.41572 -1.87657 0.01 0.00 -0.04 0.216
H -1.74190 -1.00206 -5.01664 -0.02 0.01 -0.02 0.531
H -0.71943 -2.03590 -4.02726 0.01 -0.02 0.02 0.401
H 0.00107 -0.77791 -5.04357 0.01 0.02 -0.04 0.391
H -2.20948 1.38364 -4.41028 -0.03 -0.01 0.00 0.397
H -0.47827 1.55073 -4.66420 0.01 0.00 -0.03 0.502
H -1.21444 2.17296 -3.18497 0.02 0.01 0.02 0.176
H 0.73490 0.97893 -2.80324 -0.06 0.04 0.00 0.364
H -0.64997 1.46097 -1.32895 -0.05 0.04 0.10 0.029
H 1.69953 -0.97806 -3.64512 -0.03 -0.01 0.02 0.734
H 0.93419 -1.88347 -2.34544 0.02 0.01 0.01 0.461
H 2.89911 0.46025 -2.15633 -0.07 0.00 -0.02 0.548
H 3.29029 -1.20385 -1.74327 -0.01 0.02 -0.04 0.271
H 1.90850 -1.28517 1.45543 -0.01 -0.08 0.01 0.327
H 2.92493 -2.06583 0.23627 -0.02 -0.01 0.00 0.698
H 3.99108 0.66413 -0.32109 -0.05 0.01 0.00 0.337
H 2.64284 0.44179 2.38888 -0.01 -0.01 0.00 0.138
H 4.14860 1.28821 2.03457 0.02 0.02 0.01 0.489
H 4.03107 -0.43916 1.76024 0.03 -0.03 -0.01 0.464
H 2.42951 2.36516 -1.05895 0.00 -0.02 0.01 0.249
H 3.58116 2.84834 0.14379 0.00 0.00 0.05 0.585
H 2.48885 4.94231 0.68227 0.01 0.01 0.00 0.508
H 0.73102 4.99709 0.73520 -0.02 0.02 0.02 0.332
H 1.56193 4.53069 -0.76010 0.00 0.00 -0.02 0.433
H 2.71350 3.23838 2.56665 0.01 0.00 0.00 0.395
H 1.46678 2.00232 2.73601 -0.03 -0.04 0.04 0.057
H 1.03824 3.71760 2.74533 -0.04 0.00 0.02 0.496
H 0.03176 2.94668 -0.51680 -0.04 -0.03 0.01 0.636
H -1.18591 3.61217 1.38154 0.04 -0.01 0.03 0.836
H -0.70270 2.11636 2.15417 -0.04 -0.03 -0.03 0.111
H -2.54928 2.63573 -0.21378 0.08 -0.04 -0.01 0.670
H -3.00183 1.95160 1.32909 -0.01 0.03 -0.01 0.192
H -2.40926 -1.42933 0.39165 -0.10 0.01 0.04 0.580
H -3.49200 -0.34800 1.31065 -0.01 0.08 -0.01 0.634
F 0.25764 1.43348 5.75869 0.09 -0.05 -0.07 -0.166
C -1.00563 1.07233 5.83128 0.15 -0.28 0.10 0.678
F -1.73859 2.10088 6.20244 -0.03 0.09 -0.11 -0.196
F -1.18114 0.08142 6.68841 -0.04 0.17 -0.03 -0.160
S -1.69596 0.56768 4.10797 -0.39 0.43 0.78 1.077
O 0.43600 0.07883 2.97365 0.29 -0.12 0.09 -0.890
O -3.08548 0.95121 4.28681 0.04 -0.32 -0.14 -0.754
N -1.52797 -1.22546 4.26417 0.05 -0.08 -0.10 -0.161
S -0.02797 -2.07023 4.59199 -0.34 0.10 0.09 0.919
O 0.44212 -2.62409 3.37624 0.12 -0.19 0.05 -0.499
O 0.71846 -1.28879 5.50808 0.22 0.00 -0.12 -0.554
C -0.79372 -3.44102 5.58046 0.20 -0.03 0.00 0.634
F 0.19878 -4.22591 5.97571 -0.11 0.04 -0.02 -0.180
F -1.41482 -2.92780 6.62597 -0.02 -0.02 0.05 -0.188
F -1.64246 -4.12101 4.83280 -0.04 0.01 -0.05 -0.209

5
Properties=species:S:1:pos:R:3:forces:R:3:nbo_charge:R:1 method="wB97M-V/def2-TZVPD" gap_ha="0.3341 / 0.2410" e_lumo_ev="-1.367 / -2.731"
C 0.29095 0.79144 0.93231 -0.10 1.41 0.09 0.689
N 0.71456 -0.16275 0.34093 0.98 -0.88 0.40 -0.535
N -1.05452 -1.19708 -1.69001 0.76 0.03 0.46 0.336
O 0.03389 1.79382 1.49803 -0.38 -0.19 0.16 -0.491
O -0.05566 -1.26156 -1.19497 -1.26 -0.37 -1.10 0.002

105
Properties=species:S:1:pos:R:3:forces:R:3:mulliken_charge:R:1 method="wB97M-V/def2-TZVPD" total_charge=+1 gap_ha=0.3304 e_lumo_ev=-1.613
Li -1.20741 -0.30666 -0.00509 0.03 0.04 -0.06 1.685
C 5.48787 -1.71986 -2.12476 -0.01 0.01 0.00 -1.790
C 4.04885 -2.25788 -2.04896 -0.02 0.00 0.01 1.411
C 3.98719 -3.66286 -2.67480 0.01 0.01 0.01 -1.689
C 3.61751 -2.34279 -0.59208 -0.01 0.02 -0.07 0.719
C 4.37044 -3.07100 0.32442 0.00 0.00 0.04 -0.275
C 4.01309 -3.16705 1.65945 0.01 -0.02 -0.03 -1.627
C 2.86756 -2.52889 2.10293 0.02 0.01 -0.03 0.443
C 2.07662 -1.80702 1.21841 -0.08 -0.01 -0.01 -0.256
P 0.56989 -0.93164 1.76382 0.07 0.01 0.00 1.523
C -0.28650 -2.13802 2.83300 -0.02 0.01 -0.01 0.243
C -0.20022 -3.51032 2.60943 -0.02 0.00 0.00 -0.708
C -1.00039 -4.39132 3.32573 0.01 -0.01 -0.01 -0.773
C -1.89734 -3.91589 4.27127 0.00 -0.01 0.01 -0.567
C -1.99854 -2.54849 4.49477 0.01 0.01 0.01 -0.926
C -1.20537 -1.66785 3.77537 0.03 -0.01 -0.01 -0.704
C 1.25679 0.30942 2.91494 -0.07 0.05 -0.05 0.689
C 1.57322 0.08010 4.25218 0.03 0.00 -0.01 -0.292
C 2.12573 1.09372 5.02122 -0.01 -0.01 0.01 -0.694
C 2.36988 2.34253 4.46428 0.00 0.01 -0.02 -0.626
C 2.06026 2.58002 3.13280 0.00 0.01 0.02 -0.561
C 1.50048 1.56906 2.36484 -0.03 -0.01 0.01 -0.775
C 2.46925 -1.71877 -0.12121 -0.02 0.00 0.04 -0.990
O 1.65129 -0.97115 -0.93405 0.04 0.01 0.00 0.853
C 1.99369 -0.75815 -2.24870 0.00 0.05 0.01 -0.856
C 1.13652 0.08533 -2.96683 -0.04 0.00 0.07 0.154
C 1.43169 0.34550 -4.29832 0.00 -0.03 -0.01 -0.429
C 2.54775 -0.21461 -4.89756 0.03 -0.03 0.01 -1.636
C 3.37548 -1.04207 -4.15983 -0.04 0.03 -0.03 -0.444
C 3.12096 -1.33132 -2.82191 0.04 -0.05 0.04 0.744
P -0.33765 0.80336 -2.13989 0.01 0.02 -0.05 1.369
C -1.54131 0.97025 -3.49884 -0.03 -0.02 0.03 0.619
C -2.51342 -0.02679 -3.58434 0.03 0.02 0.00 -0.750
C -3.45466 -0.00931 -4.60400 -0.01 0.01 0.00 -0.665
C -3.44294 1.01579 -5.53771 0.00 0.00 0.00 -0.548
C -2.48931 2.02236 -5.45188 -0.01 0.00 -0.01 -0.920
C -1.54293 2.00037 -4.43968 0.03 -0.01 -0.02 -0.249
C 0.19828 2.51936 -1.79887 0.05 -0.01 0.01 0.711
C 1.51044 2.77704 -1.40261 -0.03 -0.01 -0.02 -0.688
C 1.89688 4.05732 -1.03035 0.01 0.00 0.01 -0.593
C 0.97937 5.09833 -1.05349 -0.01 0.00 0.01 -0.636
C -0.32915 4.85184 -1.44605 0.01 0.00 0.00 -1.118
C -0.71942 3.57068 -1.80930 -0.04 0.00 0.05 -0.629
H 6.17697 -2.37644 -1.59407 0.00 0.00 0.00 0.420
H 5.55150 -0.72511 -1.68177 0.00 -0.01 -0.01 0.363
H 5.82712 -1.65821 -3.15878 0.00 0.00 0.02 0.408
H 4.64497 -4.35129 -2.14224 -0.01 0.01 -0.01 0.410
H 4.30234 -3.63375 -3.71868 0.00 0.00 0.01 0.407
H 2.97106 -4.05875 -2.63499 0.01 0.00 0.00 0.329
H 5.26595 -3.57587 -0.01555 0.00 0.01 0.00 0.438
H 4.62571 -3.73465 2.34695 -0.01 0.01 -0.01 0.417
H 2.57862 -2.59292 3.14496 0.00 -0.01 0.00 0.477
H 0.49443 -3.89607 1.87382 0.00 -0.01 -0.01 0.401
H -0.91063 -5.45643 3.15075 0.00 0.01 0.00 0.470
H -2.50867 -4.60591 4.83851 0.00 0.01 -0.01 0.403
H -2.69271 -2.16818 5.23354 0.01 0.00 -0.01 0.435
H -1.28895 -0.60229 3.96296 0.01 0.01 0.02 0.595
H 1.38777 -0.89001 4.69696 -0.02 0.00 0.01 0.381
H 2.36940 0.90780 6.05939 -0.01 0.00 -0.01 0.439
H 2.79931 3.13021 5.06951 0.00 -0.01 0.00 0.409
H 2.24548 3.55225 2.69388 0.00 0.00 0.00 0.517
H 1.25563 1.75833 1.32262 0.02 0.01 0.00 0.287
H 0.77795 0.98177 -4.87846 -0.01 0.01 0.00 0.518
H 2.76924 -0.00917 -5.93613 0.00 0.00 0.01 0.434
H 4.24339 -1.47934 -4.63712 -0.01 0.00 0.00 0.417
H -2.53046 -0.82041 -2.84503 -0.01 -0.01 0.00 0.325
H -4.20228 -0.78969 -4.66364 0.01 0.00 0.01 0.449
H -4.18064 1.03654 -6.32940 0.01 0.00 0.01 0.409
H -2.48317 2.82656 -6.17638 0.00 -0.01 0.01 0.415
H -0.80869 2.79471 -4.37723 0.00 -0.02 -0.02 0.513
H 2.24095 1.97593 -1.40147 0.01 0.00 0.01 0.408
H 2.92183 4.24340 -0.73467 -0.01 0.00 -0.01 0.502
H 1.28473 6.09926 -0.77771 0.00 -0.01 0.00 0.418
H -1.04692 5.66207 -1.47922 0.00 -0.01 0.00 0.417
H -1.74001 3.39592 -2.13385 0.02 0.02 0.04 0.597
C -3.79940 -2.40477 1.17072 0.00 -0.03 -0.02 -1.073
C -2.72178 -2.90272 0.27377 -0.02 0.00 -0.06 0.137
N -1.81973 -2.16997 -0.34540 0.03 0.00 0.06 -0.104
C -1.02279 -3.04808 -1.05643 0.00 0.00 -0.03 -0.352
C -1.46161 -4.31875 -0.87013 0.02 0.01 0.01 -0.887
N -2.54387 -4.20885 -0.02691 0.00 0.00 0.02 0.087
H -3.71418 -1.32537 1.27392 0.00 0.01 0.00 -0.011
H -3.72498 -2.86099 2.15902 0.01 0.02 0.00 0.262
H -4.78537 -2.62549 0.75925 0.00 -0.01 0.01 0.429
H -0.19389 -2.70157 -1.65354 -0.04 -0.02 0.02 0.388
H -1.11974 -5.26409 -1.25290 -0.01 0.02 0.01 0.443
H -3.09762 -4.96911 0.32793 -0.01 0.00 0.00 0.210
C -4.00354 4.23349 1.06953 -0.01 -0.01 0.00 -1.715
C -3.09377 3.25205 1.79928 0.02 0.02 0.01 1.826
C -1.75046 3.92327 2.11071 -0.02 0.00 0.01 -1.524
C -3.75646 2.77999 3.08944 0.00 -0.02 -0.01 -1.761
N -2.95891 2.09665 0.88475 0.01 -0.03 -0.03 -0.668
N -1.96921 1.13809 1.25349 -0.01 -0.04 0.10 0.634
H -4.21421 5.09848 1.69846 0.00 -0.01 -0.01 0.426
H -4.94740 3.75510 0.80515 0.01 0.01 0.00 0.415
H -3.52620 4.59238 0.15331 -0.01 0.01 0.00 0.308
H -1.91983 4.86236 2.63968 0.01 -0.01 0.00 0.521
H -1.20259 4.14735 1.19160 0.01 0.00 -0.01 0.168
H -1.11627 3.31056 2.75690 0.01 0.00 -0.01 0.409
H -3.91326 3.62228 3.76460 0.00 -0.01 -0.01 0.446
H -3.13036 2.05634 3.61852 -0.01 0.01 0.00 0.248
H -4.72150 2.31860 2.87594 0.01 0.00 0.00 0.395
H -2.69774 2.43492 -0.03425 0.00 0.01 -0.04 0.028
H -2.35141 0.59270 2.02091 -0.02 -0.01 0.02 0.018
H -1.13361 1.59228 1.62743 0.00 0.02 -0.01 -0.278

22
Properties=species:S:1:pos:R:3:forces:R:3:nbo_charge:R:1 method="wB97M-V/def2-TZVPD" total_charge=+1 gap_ha=0.2999 smiles=Cc1c2onc(N)c2cc[n+]1C e_lumo_ev=-4.509
C 1.43207 1.66617 -1.24498 -0.69 1.09 -1.97 -0.718
C 0.43016 0.97705 -0.40287 1.52 -6.69 -1.83 0.388
C 0.53374 -0.64651 -0.55033 -0.01 5.71 1.00 0.328
O 1.59284 -1.18735 -1.11308 -0.79 0.26 0.42 -0.259
N 1.54872 -2.51037 -0.76605 -1.32 -2.12 1.34 -0.128
C 0.46570 -2.73877 0.03307 1.63 0.04 -0.72 0.327
N 0.36434 -3.91337 0.73789 -0.59 -0.96 0.01 -0.808
C -0.24629 -1.49624 0.17551 -1.44 1.45 0.29 -0.170
C -1.41186 -0.84542 0.81464 0.96 1.24 -1.00 -0.125
C -1.52469 0.53988 0.87789 1.41 -3.33 -0.63 -0.023
N -0.57454 1.36561 0.31212 -0.14 1.36 -0.59 -0.278
C -0.86025 2.78121 0.40189 -0.17 1.56 -2.10 -0.434
H 1.81333 2.60557 -0.90927 -0.05 0.69 0.62 0.262
H 2.30397 1.11425 -1.60852 -0.37 -0.66 0.83 0.292
H 0.94389 1.90201 -2.24735 0.11 -0.12 1.13 0.282
H -0.53796 -4.43881 0.92969 1.74 1.36 -0.62 0.427
H 1.21557 -4.49474 0.69724 -0.95 0.39 -0.09 0.425
H -2.31010 -1.35365 1.06896 -0.19 -0.75 0.77 0.252
H -2.29413 1.02308 1.40410 -0.92 0.47 0.30 0.242
H -0.01918 3.40685 0.53605 1.42 0.15 -0.17 0.240
H -1.47759 3.29086 -0.39251 0.67 -1.37 0.16 0.251
H -1.38775 2.95272 1.24591 -1.83 0.25 2.84 0.228

Calculated ΔE to the lowest compared entry with this formula, charge and spin, 678.6 621.8 0.0 265.5 kJ/mol (same order as the records).